Computed, not measured: a cluster of 7 separate species, C41H60N8O2S2 in total, with the ωB97M-V functional and the def2-TZVPD basis.

Each line ends with the Löwdin charge.
Atoms and positions in Å:
O 1.69446 -0.40832 3.88011  -0.06
C 1.09596 -1.55881 4.27464  -0.30
O 1.89068 -2.52738 5.08614  -0.02
N -0.32465 -1.78274 3.80431  0.02
C -1.21254 -2.36679 4.88132  -0.21
C -2.30036 -3.36030 4.11710  -0.23
C -1.49052 -4.65108 3.46261  -0.47
S -2.40251 -5.44005 2.02963  0.75
C -2.21857 -4.40314 0.44474  -0.93
S -3.39069 -3.20272 0.17673  0.61
N -1.06189 -4.76557 -0.45435  -0.16
C 0.24481 -4.92857 0.28561  -0.17
C 0.71488 -6.50537 0.58613  0.00
C 2.10433 -6.93255 1.34384  -0.06
C 3.09593 -5.70858 1.84575  -0.06
C 2.64673 -4.12568 1.56690  -0.07
C 1.23304 -3.73404 0.81690  0.00
C -0.95323 -3.89166 -1.67920  -0.19
C -1.17085 -4.65109 -3.14875  0.01
C -1.04868 -3.88749 -4.60707  -0.06
C -0.74236 -2.27592 -4.65662  -0.06
C -0.52319 -1.50174 -3.20059  -0.05
C -0.60183 -2.29254 -1.72876  -0.02
H 2.16257 -3.30656 4.50988  0.11
H -0.72733 -0.90357 3.39480  0.14
H -0.60819 -2.99019 5.70043  0.14
H -1.75523 -1.50895 5.46402  0.11
H -3.05286 -3.73257 4.95829  0.04
H -2.96554 -2.79162 3.32739  0.10
H -1.45956 -5.47131 4.32962  0.10
H -0.37432 -4.36628 3.25126  0.07
H 0.00586 -7.37363 0.22506  0.09
H 2.35474 -8.09069 1.47564  0.10
H 4.09247 -6.00811 2.38145  0.04
H 3.40099 -3.28972 1.93198  0.08
H 0.94648 -2.60928 0.66984  0.08
H -1.39834 -5.81189 -3.14056  0.09
H -1.17712 -4.47517 -5.61140  0.08
H -0.66864 -1.72626 -5.70675  0.05
H -0.27718 -0.34130 -3.28665  0.08
H -0.43579 -1.68806 -0.74083  0.08
C -2.72241 2.86476 -7.20854  -0.12
C -3.67203 1.75193 -6.77645  -0.27
C -2.95263 0.58829 -6.09160  -0.19
C -1.94718 -0.02918 -7.04981  -0.18
N -1.11306 -0.54146 -7.84476  0.11
H -1.99850 2.51307 -7.95051  0.07
H -3.28279 3.68604 -7.66637  0.06
H -2.17043 3.26479 -6.35033  0.08
H -4.21480 1.38724 -7.65713  0.11
H -4.41660 2.16738 -6.08856  0.10
H -3.67689 -0.17534 -5.78913  0.12
H -2.42926 0.93449 -5.19366  0.11
C 1.50230 2.64940 2.70954  -0.12
C 1.61217 4.14637 2.43778  -0.30
C 0.50771 4.95732 3.11830  -0.20
C -0.85027 4.50825 2.60392  -0.17
N -1.97686 4.13571 2.17717  0.09
H 0.57062 2.23378 2.31267  0.07
H 2.32692 2.11427 2.22811  0.07
H 1.54234 2.44188 3.78497  0.07
H 1.58219 4.31304 1.35402  0.09
H 2.58656 4.50106 2.79126  0.07
H 0.63852 6.02337 2.90472  0.10
H 0.54457 4.82168 4.20472  0.12
C -2.33930 7.51120 -5.19625  -0.12
C -2.78022 7.78684 -6.63029  -0.28
C -4.30053 7.76552 -6.79990  -0.19
C -4.84024 6.39578 -6.42189  -0.16
N -5.28798 5.25942 -6.10831  0.11
H -2.63962 6.51170 -4.86600  0.07
H -1.24889 7.56472 -5.11703  0.07
H -2.76824 8.24631 -4.50571  0.08
H -2.32156 7.04154 -7.29163  0.11
H -2.39931 8.76719 -6.93689  0.11
H -4.56552 7.98184 -7.84017  0.11
H -4.76918 8.52542 -6.16509  0.12
C 3.09337 5.54515 -1.30594  -0.11
C 3.85863 6.86149 -1.21385  -0.27
C 4.84053 6.89817 -0.04120  -0.19
C 4.08501 6.72805 1.26670  -0.13
N 3.45821 6.58692 2.35175  0.13
H 2.47212 5.37591 -0.42069  0.05
H 2.42598 5.55351 -2.17350  0.08
H 3.78086 4.69823 -1.41224  0.08
H 3.13897 7.68426 -1.12242  0.11
H 4.40981 7.01810 -2.14759  0.11
H 5.37309 7.85492 -0.02697  0.11
H 5.58263 6.09788 -0.13559  0.12
C -5.73091 -0.88941 5.86716  -0.11
C -5.78789 -1.19351 7.36086  -0.27
C -4.46828 -1.74188 7.90722  -0.19
C -4.11991 -3.04122 7.19961  -0.12
N -3.83091 -4.11918 6.61258  0.12
H -5.54235 -1.79230 5.27768  0.07
H -6.68482 -0.47380 5.52734  0.08
H -4.94265 -0.16111 5.64481  0.08
H -6.59481 -1.91321 7.54556  0.11
H -6.04526 -0.27565 7.90074  0.11
H -4.55624 -1.93037 8.98235  0.11
H -3.65880 -1.01979 7.75421  0.11
C 6.83715 -5.14544 -1.06375  -0.11
C 7.20696 -4.32193 0.16586  -0.28
C 7.88253 -5.15362 1.25788  -0.19
C 6.94103 -6.25265 1.72271  -0.15
N 6.15994 -7.16441 2.10836  0.11
H 6.10983 -5.92726 -0.82291  0.07
H 6.38413 -4.50546 -1.82751  0.08
H 7.72371 -5.62087 -1.49872  0.08
H 6.29923 -3.85210 0.56396  0.10
H 7.88134 -3.51363 -0.13755  0.11
H 8.13988 -4.51626 2.11036  0.11
H 8.80636 -5.60586 0.88095  0.12

Computed properties:
SMILES = O=C(O)NCCCSC(=S)N(c1ccccc1)c1ccccc1.CCCC#N.CCCC#N.CCCC#N.CCCC#N.CCCC#N.CCCC#N
strongest force on any atom = 10.3 eV/A

---

Computed, not measured: a structure of composition C41H62ClInN4SSb2Se4Si3, with the ωB97M-V functional and the def2-TZVPD basis.

Each line ends with the Löwdin charge.
Atoms and positions in Å:
In -0.43418 0.67818 -0.58256  0.35
C -0.45772 3.29131 4.39360  -0.31
Sb 0.42441 2.29451 2.67106  1.44
C -0.68720 0.43474 2.75026  -0.37
C 0.28971 -0.45416 3.08448  -0.42
C 0.38034 -1.97015 2.93706  -0.14
C 0.89840 -2.55231 4.22374  -0.04
C 1.63338 -1.81684 5.05654  -0.08
C 1.92409 -0.43449 4.72099  -0.16
N 1.33825 0.18558 3.76743  -0.02
Si -2.44171 0.09110 3.36154  0.46
C -3.23600 -1.49642 2.75313  -0.17
C -2.09603 -0.21942 5.20142  -0.17
C -3.59375 1.54962 3.24138  -0.23
C 3.44933 2.34299 0.25928  -0.34
C 3.46384 1.00006 -0.22426  -0.39
C 4.61487 0.15119 -0.10175  -0.08
C 4.66950 -1.07551 -0.70557  -0.11
C 3.56302 -1.54482 -1.42420  -0.11
C 2.45783 -0.72043 -1.46243  -0.22
N 2.37662 0.48367 -0.88603  0.02
Si 4.55708 2.78034 1.63875  0.41
C 6.35235 3.24844 1.20437  -0.19
C 4.66772 1.38560 2.92573  -0.18
C 3.95666 4.25123 2.67158  -0.19
Si 2.86819 3.59415 -0.95003  0.43
C 4.14380 3.65178 -2.36248  -0.19
C 2.84612 5.37112 -0.29861  -0.20
C 1.20489 3.37460 -1.80195  -0.20
H -0.43850 2.64751 5.27299  -0.02
H -1.48364 3.54975 4.14228  -0.01
H 0.10601 4.20054 4.60714  -0.01
H -0.60627 -2.36896 2.71505  0.12
H 0.65966 -3.58620 4.45201  0.12
H 2.03892 -2.22972 5.97239  0.10
H 2.63064 0.13661 5.31886  0.12
H -2.99334 -2.32561 3.42629  0.03
H -2.89136 -1.76302 1.75524  0.01
H -4.32092 -1.38454 2.71140  0.00
H -1.53871 -1.15366 5.32040  0.02
H -3.02281 -0.29268 5.78024  0.03
H -1.48555 0.57893 5.63184  0.01
H -3.32984 2.20439 2.40934  -0.08
H -3.56586 2.14947 4.15525  0.03
H -4.61968 1.21340 3.07518  -0.06
H 5.48514 0.53725 0.41280  0.07
H 5.57296 -1.67430 -0.63885  0.10
H 3.56448 -2.50243 -1.92771  0.08
H 1.56318 -1.04216 -1.99536  0.05
H 6.82952 2.48744 0.57954  0.01
H 6.96611 3.38408 2.10198  0.01
H 6.36738 4.18726 0.64072  0.02
H 5.28486 0.54266 2.60631  0.01
H 3.66000 1.00236 3.11891  -0.01
H 5.07547 1.76154 3.87037  0.03
H 3.81486 5.14770 2.07002  0.00
H 4.68468 4.48412 3.45608  0.02
H 3.00237 4.02262 3.15325  -0.01
H 5.13145 3.89381 -1.95579  0.01
H 3.89725 4.39682 -3.12736  0.02
H 4.21691 2.67498 -2.85154  0.02
H 3.84515 5.70586 -0.00237  0.01
H 2.17146 5.48970 0.55282  0.01
H 2.49256 6.03568 -1.09238  0.03
H 1.12632 2.40024 -2.28720  -0.03
H 1.05972 4.14734 -2.56243  0.04
H 0.38399 3.47296 -1.08300  -0.02
Cl -0.77129 0.20829 -3.08158  -0.23
S -1.15890 5.89976 0.44933  0.59
C -1.04353 4.42901 1.04503  -1.00
N -0.98854 3.32217 1.47036  -0.20
Se -6.81408 0.47093 1.59779  -0.16
Sb -5.78289 1.54072 -0.30243  -0.12
Se -4.47069 3.69207 0.25372  0.00
Se -7.22598 1.93987 -2.19176  -0.24
Se -3.20432 1.73400 -0.29131  -0.08
C 2.76296 -6.53004 1.41228  -0.05
C 2.26427 -5.11097 1.39152  -0.25
C 3.07858 -4.09004 2.01666  -0.02
C 2.68310 -2.81967 2.11125  -0.21
C 3.63730 -1.78816 2.65092  -0.04
C 1.30657 -2.38787 1.66735  -0.09
C 0.58512 -3.41705 0.76402  -0.21
C 1.11815 -4.78636 0.78176  0.00
N -0.41662 -3.03512 0.08634  0.19
C -1.13517 -3.97708 -0.78809  -0.43
C -0.22683 -4.51420 -1.91548  -0.08
C -1.02970 -5.41238 -2.86110  -0.29
C -2.14270 -4.59520 -3.51963  -0.12
C -3.06764 -4.06131 -2.42584  -0.28
C -3.69393 -5.22395 -1.65324  -0.12
C -2.58081 -6.03288 -0.99170  -0.29
C -1.63417 -6.57695 -2.06865  -0.12
C -1.79902 -5.13776 -0.02075  -0.08
C -2.25289 -3.18182 -1.47254  -0.09
H 3.85363 -6.56079 1.40452  0.07
H 2.38803 -7.09454 0.55850  0.08
H 2.42320 -7.03273 2.32226  0.08
H 4.07166 -4.36613 2.35972  0.12
H 3.69080 -1.83412 3.73958  0.08
H 3.35332 -0.77546 2.36356  0.05
H 4.63762 -1.97816 2.26200  0.09
H 1.42822 -1.47417 1.07430  0.12
H 0.58555 -5.56401 0.25818  0.07
H 0.62122 -5.07113 -1.51288  0.10
H 0.17564 -3.65652 -2.46326  0.13
H -0.35672 -5.80404 -3.63094  0.13
H -2.70625 -5.21133 -4.22833  0.11
H -1.70368 -3.75864 -4.07115  0.12
H -3.86476 -3.47103 -2.88512  0.14
H -4.26855 -5.85780 -2.33768  0.11
H -4.38620 -4.84016 -0.90134  0.12
H -3.01081 -6.86928 -0.43073  0.13
H -2.18311 -7.24293 -2.74330  0.11
H -0.83276 -7.16379 -1.60169  0.11
H -1.06450 -5.74513 0.51296  0.10
H -2.47907 -4.72156 0.72631  0.13
H -2.90361 -2.74341 -0.71479  0.12
H -1.78308 -2.37564 -2.04436  0.08

Computed properties:
strongest force on any atom = 0.9 eV/A
total charge = -2

---

Summary of frontier orbital gap in Eh
0.2709 0.1916
(order as listed above)
Summary of calculated total energy in eV
-81151.7679 -376114.4667
(order as listed above)